# 1
DFT (ωB97M-V/def2-TZVPD) results for the molecule C5H12ClN3 in a non-equilibrium geometry.

Results
E_LUMO	0.44	eV
energy above the lowest of the compared OMol25 structures with the same formula, charge and spin	0.0	kcal per mole
orbital gap	9.4	eV
SMILES	C/N=N/N(Cl)C(C)(C)C
charge	0
E_HOMO	-8.99	eV

Each line ends with the natural charge from an NBO analysis.
Positions of all 21 atoms, in Å:
Cl -1.122 -2.084 -1.029  0.034
N -2.521 0.069 0.209  -0.219
N -1.345 0.418 0.016  0.013
N -0.493 -0.427 -0.551  -0.209
C -3.348 1.140 0.774  -0.446
C 0.910 -0.273 -0.254  0.110
C 1.301 -0.529 1.289  -0.625
C 1.404 1.091 -0.660  -0.594
C 1.657 -1.309 -1.085  -0.607
H 1.369 -2.235 -0.936  0.220
H 1.536 1.052 -1.874  0.209
H 0.788 -1.358 1.628  0.212
H -4.261 1.374 0.189  0.208
H 0.897 0.267 1.917  0.216
H 2.400 -0.672 1.188  0.213
H 1.473 -1.179 -2.155  0.216
H -3.616 0.950 1.769  0.205
H 2.368 1.245 -0.110  0.218
H -2.773 2.003 0.895  0.190
H 0.721 1.846 -0.403  0.225
H 2.654 -1.389 -0.818  0.211

***

# 2
DFT (ωB97M-V/def2-TZVPD) results for the molecule C28H22FN3O6 in a non-equilibrium geometry.

Results
E_LUMO	-0.30	eV
orbital gap	8.1	eV
SMILES	O=C(c1ccc2c(c1)OCO2)N1CCC2(CC1)Oc1ccc(F)cc1C(=O)[C@]21CC(c2cccnc2)=NO1
charge	0
E_HOMO	-8.43	eV

Each line ends with the natural charge from an NBO analysis.
Positions of all 60 atoms, in Å:
F -6.223 4.788 0.164  -0.320
O -2.316 1.146 -0.961  -0.497
O 2.192 1.369 -3.857  -0.610
O -2.519 0.159 1.620  -0.359
O 4.613 -4.421 -3.537  -0.474
O 2.343 -4.373 -3.930  -0.488
O -1.911 3.232 2.492  -0.526
N -2.139 -0.600 2.670  -0.066
N -0.444 -2.646 5.886  -0.408
N 1.129 0.663 -2.009  -0.440
C -3.244 2.771 0.577  -0.256
C 0.870 -0.488 4.741  -0.149
C -0.995 -0.256 3.116  0.187
C -0.394 0.898 2.343  -0.510
C -2.195 2.518 1.559  0.567
C -5.310 3.137 -1.249  -0.223
C 2.009 0.501 -3.026  0.675
C 2.737 -0.809 -3.086  -0.125
C -4.239 3.717 0.835  -0.195
C 2.770 -3.120 -3.585  0.303
C -4.317 2.220 -1.516  -0.234
C 0.947 -0.248 -0.905  -0.215
C 0.371 1.905 -1.969  -0.222
C -5.254 3.884 -0.077  0.358
C -3.269 2.028 -0.613  0.353
C -0.970 -2.010 4.862  0.079
C 0.722 -2.232 6.356  0.042
C 3.494 -5.191 -3.924  0.235
C 4.838 -2.018 -2.985  -0.252
C 4.147 -3.149 -3.347  0.224
C -0.360 -0.914 4.237  -0.136
C -0.529 -0.329 -0.522  -0.434
C -0.168 2.174 -0.573  -0.449
C 4.104 -0.839 -2.866  -0.185
C 1.419 -1.159 5.819  -0.257
C -1.131 1.045 -0.164  0.272
C -1.503 1.162 1.324  0.169
C 2.040 -1.966 -3.461  -0.285
H -0.705 3.125 -0.574  0.237
H -0.264 1.777 2.982  0.268
H 3.354 -6.020 -3.213  0.160
H 2.366 -0.854 6.236  0.222
H 3.660 -5.601 -4.933  0.159
H 0.648 2.255 0.145  0.218
H 4.613 0.075 -2.602  0.224
H -1.923 -2.369 4.502  0.211
H 1.110 -2.788 7.199  0.196
H -0.662 -1.035 0.298  0.230
H -1.095 -0.707 -1.375  0.241
H 1.551 0.080 -0.047  0.178
H -4.331 1.635 -2.421  0.231
H -0.465 1.841 -2.676  0.206
H 0.982 -1.948 -3.663  0.232
H 1.302 -1.239 -1.192  0.239
H -6.127 3.289 -1.937  0.236
H 1.384 0.355 4.304  0.215
H 1.028 2.714 -2.302  0.238
H 0.561 0.627 1.895  0.227
H -4.204 4.285 1.751  0.249
H 5.900 -2.044 -2.812  0.232

***

# 3
DFT (ωB97M-V/def2-TZVPD) results for a 2-piece molecular cluster, CF3NO4S overall in a non-equilibrium geometry.

Results
E_LUMO (alpha / beta)	-2.82 / -1.63	eV
energy above the lowest of the compared OMol25 structures with the same formula, charge and spin	51.7	kcal per mole
orbital gap (alpha / beta)	7.6 / 8.6	eV
charge	0
E_HOMO (alpha / beta)	-10.38 / -10.23	eV

Each line ends with the natural charge from an NBO analysis.
Positions of all 10 atoms, in Å:
S 0.131 0.562 0.398  1.692
F 2.691 0.321 -0.278  -0.292
F 1.959 -1.605 0.153  -0.285
F 1.379 -0.850 -1.709  -0.314
O 0.584 1.781 -0.116  -0.844
O 0.102 0.218 1.797  -0.835
O -2.490 -0.972 0.423  -0.259
O -3.423 0.933 -0.234  -0.233
N -2.617 0.123 0.006  0.512
C 1.684 -0.511 -0.440  0.858

***

# 4
DFT (ωB97M-V/def2-TZVPD) results for C6H10O as an isolated structure in a non-equilibrium geometry.

Results
E_LUMO	1.02	eV
energy above the lowest of the compared OMol25 structures with the same formula, charge and spin	40.0	kcal per mole
orbital gap	10.1	eV
charge	0
E_HOMO	-9.09	eV

Each line ends with the natural charge from an NBO analysis.
Positions of all 17 atoms, in Å:
O 0.224 -0.482 -1.480  -0.617
C -0.028 -1.198 0.571  -0.487
C -1.660 0.291 -0.346  -0.418
C 0.571 0.125 0.191  0.384
C -0.524 1.160 0.250  -0.466
C -0.846 -0.968 -0.731  0.103
C 2.029 0.413 0.193  -0.686
H -2.125 0.772 -1.208  0.220
H -2.426 0.038 0.390  0.197
H -0.671 -1.251 1.453  0.204
H 2.248 1.477 0.078  0.220
H -0.221 2.010 -0.366  0.222
H 0.727 -1.992 0.561  0.221
H 2.599 -0.012 1.026  0.228
H 2.303 -0.122 -0.717  0.273
H -1.434 -1.804 -1.121  0.178
H -0.764 1.544 1.255  0.224

***

# 5
DFT (ωB97M-V/def2-TZVPD) results for the molecule C2H6N2OS in a non-equilibrium geometry.

Results
E_LUMO	0.76	eV
energy above the lowest of the compared OMol25 structures with the same formula, charge and spin	21.8	kcal per mole
orbital gap	9.6	eV
SMILES	NSCC(N)=O
charge	0
E_HOMO	-8.80	eV

Each line ends with the natural charge from an NBO analysis.
Positions of all 12 atoms, in Å:
S 1.565 0.525 -0.488  0.403
O -0.861 -1.274 0.753  -0.639
N 2.171 -0.498 0.781  -1.011
N -1.592 -0.417 -1.166  -0.825
C -0.897 -0.289 0.001  0.674
C -0.068 1.107 0.076  -0.659
H 2.529 0.009 1.571  0.381
H -1.921 0.339 -1.691  0.384
H -0.040 1.452 1.132  0.242
H -0.474 1.813 -0.657  0.231
H -2.098 -1.293 -1.251  0.401
H 1.686 -1.473 0.938  0.417

***

# 6
DFT (ωB97M-V/def2-TZVPD) results for C27H63CuN5O2Si6Te as an isolated structure in a non-equilibrium geometry.

Results
E_LUMO (alpha / beta)	-0.52 / -1.70	eV
orbital gap (alpha / beta)	5.1 / 3.9	eV
<S²>	0.76
2S+1	2
charge	0
E_HOMO (alpha / beta)	-5.60 / -5.60	eV

Each line ends with the Mulliken charge.
Positions of all 105 atoms, in Å:
Te -1.724 -1.906 -2.497  -0.169
Cu 2.224 0.498 1.000  -0.614
Si 5.952 1.190 -0.012  0.327
Si -3.762 -2.478 -1.480  -0.307
Si -5.256 -0.664 -1.306  0.612
Si 5.573 -0.650 2.519  0.242
Si -3.058 -3.676 0.499  0.873
Si -4.781 -3.975 -3.134  0.206
O -1.392 2.814 0.206  -0.917
O -0.963 1.774 2.210  -0.800
N 1.653 2.061 1.944  -0.208
N 2.912 -0.875 -0.035  0.437
N -3.016 5.320 -1.398  -0.381
N -1.976 7.382 -0.781  -0.360
N -1.611 5.511 0.465  0.214
C 7.103 2.136 1.237  -1.187
C 1.048 4.473 1.272  -0.946
C -0.857 6.275 1.477  -0.805
C -4.551 0.282 0.133  -0.901
C 5.409 0.787 3.811  -1.111
C 6.996 0.703 -1.499  -1.100
C 2.608 -2.774 -1.467  -0.555
C 0.842 2.943 1.056  0.626
C 4.782 -2.267 -0.617  -0.256
C -4.863 -2.980 -4.680  -0.935
C -3.417 -5.288 -3.326  -0.986
C 4.281 -1.080 -0.007  -1.018
C 0.019 5.228 2.254  -1.174
C -4.717 -4.071 1.464  -1.176
C -2.186 6.085 -0.596  0.649
C -0.663 2.503 1.198  0.448
C -6.422 -4.556 -2.656  -0.908
C 7.371 -1.147 2.692  -1.114
C 5.047 -0.156 0.829  1.489
C 4.379 -1.927 3.258  -1.138
C -1.982 -2.558 1.598  -0.961
C -5.446 0.385 -2.855  -1.134
C 2.098 -1.655 -0.793  0.112
C 4.715 2.493 -0.678  -1.154
C 3.925 -3.170 -1.256  -0.577
C -2.176 -5.314 0.078  -1.213
C -6.941 -1.376 -0.745  -1.163
H -6.023 -0.137 -3.593  0.325
H 8.000 -0.344 2.251  0.311
H -2.472 -2.319 2.573  0.328
H 7.592 -2.066 2.065  0.267
H -2.597 7.812 -1.503  0.248
H 7.701 0.005 -1.038  0.210
H -6.020 1.276 -2.555  0.372
H 7.863 2.535 0.596  0.409
H -3.919 -2.488 -5.070  0.230
H -2.882 4.292 -1.353  0.204
H -0.251 7.009 0.946  0.472
H -3.776 0.913 -0.188  0.151
H 6.519 2.949 1.727  0.254
H 2.390 2.626 2.391  0.302
H -7.212 -1.263 0.275  0.429
H 4.491 3.203 0.111  0.171
H -5.009 -3.141 2.061  0.276
H 4.368 -1.703 4.359  0.338
H 3.352 -1.732 2.995  0.195
H 3.654 2.272 -1.033  0.190
H -4.087 -0.429 0.886  0.158
H -4.490 0.665 -3.231  0.311
H 5.411 1.777 3.300  0.225
H -5.311 0.956 0.515  0.470
H -3.211 -5.869 -2.459  0.231
H 7.682 1.503 1.952  0.256
H -2.596 -4.705 -3.674  0.276
H -3.742 -5.975 -4.121  0.399
H 5.894 -2.411 -0.522  0.346
H 1.016 1.842 2.763  0.380
H -1.601 7.974 -0.079  0.210
H -3.352 5.640 -2.253  0.226
H -7.741 -0.919 -1.375  0.319
H 1.946 -3.416 -2.145  0.284
H -1.065 -3.086 1.913  0.368
H 1.147 2.638 0.081  0.005
H -0.654 4.557 2.722  0.520
H -5.188 -3.573 -5.551  0.392
H 4.497 -3.000 2.924  0.292
H 4.229 -4.091 -1.730  0.422
H -5.616 -4.353 0.842  0.221
H -1.937 -5.419 -0.982  0.258
H 6.319 0.629 4.463  0.250
H 4.514 0.699 4.471  0.376
H 5.216 3.076 -1.415  0.503
H -2.828 -6.128 0.525  0.276
H -6.676 -5.485 -3.244  0.373
H -7.032 -2.406 -1.008  0.238
H 6.311 0.314 -2.288  0.288
H -5.631 -2.186 -4.670  0.249
H 1.036 -1.363 -0.921  0.212
H 7.660 -1.372 3.698  0.400
H 2.124 4.708 1.522  0.524
H -1.739 -1.651 1.046  0.129
H 0.507 5.614 3.167  0.473
H -1.471 6.875 2.233  0.300
H -1.558 4.454 0.548  0.118
H -7.118 -3.686 -2.866  0.247
H 7.561 1.556 -2.005  0.320
H -1.224 -5.363 0.585  0.430
H -6.538 -4.848 -1.576  0.273
H -4.478 -4.757 2.262  0.471
H 0.869 5.013 0.298  0.332

***

Calculated electronic energy (eV), listed in the same order as above: -22368.5709 -48864.4015 -29698.6514 -8429.5056 -18033.8582 -139767.1191